The following is a quantum chemistry calculation of a 12-piece molecular cluster, C42H108N12O24 overall, from the OMol25 dataset.

The geometry in XYZ format:
```
186
Properties=species:S:1:pos:R:3:forces:R:3
C 0.6664 7.9261 2.6993 0.64 -0.12 0.63
N 1.0091 8.8525 3.8289 0.41 -0.17 0.36
O 0.2186 8.9876 4.7350 -0.55 -0.08 -0.13
O 2.1013 9.3859 3.8139 -0.06 -0.10 -0.50
H 0.5629 8.4934 1.8108 -0.21 0.73 -0.74
H -0.2203 7.3748 2.9383 -0.37 -0.08 0.24
H 1.5194 7.2771 2.5635 0.16 -0.16 0.12
C 2.4524 4.2695 6.0554 0.26 -0.39 0.26
N 2.3774 5.5326 5.2595 0.57 -0.31 -1.59
O 3.4057 5.8416 4.6422 -1.34 -0.16 1.00
O 1.2966 6.0794 5.1349 0.56 -0.12 0.36
H 3.4624 4.2285 6.4488 0.05 -0.06 -0.03
H 2.2995 3.3942 5.3813 -0.07 0.90 0.37
H 1.7367 4.2894 6.8799 -0.06 0.08 -0.42
C 1.9370 3.8019 -1.2071 -0.44 0.88 0.63
N 1.4125 5.2365 -1.2305 -0.02 -0.63 -0.97
O 0.7186 5.5635 -2.1814 0.18 -0.25 0.26
O 1.7189 5.9806 -0.3324 0.20 0.08 0.50
H 1.2810 3.2036 -1.8075 -0.23 -0.19 -0.24
H 1.9088 3.5022 -0.1653 0.03 -0.12 0.00
H 2.9506 3.7950 -1.5822 0.14 0.19 -0.12
C -6.2585 0.7373 3.5645 0.88 0.12 0.45
N -5.0888 1.6892 3.4271 -0.80 0.13 -0.40
O -4.1031 1.2833 2.8349 -0.26 0.07 0.44
O -5.2778 2.8264 3.8084 0.41 -0.29 0.02
H -6.7872 0.8271 2.6429 -0.24 -0.13 -0.83
H -6.9288 1.0985 4.3430 0.42 -0.21 0.18
H -5.8219 -0.2580 3.6886 -0.41 0.24 0.12
C 1.5142 -5.2373 2.8610 -0.92 0.13 0.15
N 0.1108 -5.7928 2.8479 0.28 -0.32 0.06
O -0.6633 -5.3953 2.0084 -0.08 0.27 -0.27
O -0.1717 -6.6086 3.7081 0.17 0.26 -0.07
H 1.4327 -4.2561 3.3359 0.24 -0.20 0.05
H 1.8995 -5.1068 1.8633 -0.12 -0.05 -0.33
H 2.0700 -5.9609 3.4180 0.52 -0.06 0.41
C 3.5176 -0.9626 -0.8697 -0.04 -0.54 0.65
N 2.8424 0.3444 -0.8428 0.74 0.76 0.88
O 2.5602 0.8578 0.2267 0.07 -0.43 -0.02
O 2.6680 0.8738 -1.9084 -0.39 0.18 -0.86
H 2.7578 -1.6143 -1.2788 0.04 -0.43 0.04
H 3.8509 -1.2544 0.1322 -0.51 0.18 -0.21
H 4.3791 -0.9167 -1.5099 0.15 0.27 -0.47
C 2.2062 -1.7249 9.3174 0.93 0.75 1.38
O 1.4722 -2.1821 8.2567 -1.16 -1.84 -0.78
C 1.6385 -3.6302 8.0461 0.53 1.59 1.13
C 0.7325 -4.0982 6.9788 -1.24 0.44 -0.54
N -0.7171 -3.8758 7.3533 2.34 -0.55 0.11
C -1.6160 -4.3577 6.3432 -0.87 0.78 -0.40
C -1.5672 -3.5921 4.9799 -0.76 -0.40 -0.27
O -1.7832 -2.1781 5.2033 0.14 -1.46 0.60
C -2.1268 -1.5336 4.0277 0.67 1.52 -1.17
H 3.2962 -1.6849 9.1198 -0.26 -0.09 -0.10
H 2.0734 -2.3101 10.2390 -0.08 -0.17 -0.16
H 1.8776 -0.7122 9.5729 0.05 -0.06 -0.24
H 1.4959 -4.2396 8.9568 -0.29 0.65 0.04
H 2.6906 -3.6971 7.8178 0.52 -0.62 -0.57
H 0.9906 -5.1467 6.7960 -0.57 -0.11 0.10
H 0.9685 -3.5737 6.0439 0.03 0.08 -0.02
H -0.8140 -2.8816 7.5434 -0.16 -0.16 -0.21
H -2.6226 -4.1143 6.6791 -0.20 -0.17 0.30
H -1.5678 -5.4717 6.3276 0.18 0.84 -0.69
H -2.4284 -3.9106 4.3402 0.73 -0.27 0.36
H -0.6334 -3.7511 4.4074 -0.26 0.20 0.20
H -3.1204 -1.7043 3.5733 0.07 -0.48 0.61
H -1.3902 -1.7301 3.2217 -0.16 -0.11 0.19
H -2.0531 -0.4514 4.2199 -0.14 -0.29 0.00
C -1.9704 -0.0149 -4.4052 1.01 0.21 -0.81
O -1.3397 1.0119 -5.1903 -1.01 0.10 0.20
C -0.3301 1.6679 -4.4666 -0.13 -0.30 0.97
C 0.2587 2.7807 -5.2869 -1.59 0.76 0.47
N 1.0275 2.3322 -6.4020 0.06 0.14 -0.27
C 1.3302 3.4576 -7.2540 -0.43 0.50 -1.16
C 2.0233 3.0356 -8.5688 0.01 -0.40 1.37
O 1.2378 2.0587 -9.2085 -0.18 0.11 -0.77
C 1.7937 1.5422 -10.4174 0.57 0.26 0.18
H -2.1996 0.2492 -3.3778 -0.17 0.54 -0.08
H -1.2636 -0.8288 -4.3703 0.01 -0.59 0.28
H -2.8516 -0.3334 -4.9349 -0.38 -0.04 -0.16
H 0.3865 0.8990 -4.1560 0.51 0.19 -0.04
H -0.7508 2.0869 -3.5257 0.09 -0.04 -0.34
H 0.8467 3.4358 -4.6604 0.35 0.14 0.36
H -0.6467 3.4152 -5.5935 0.91 -0.55 0.12
H 0.3988 1.7372 -6.9051 -0.07 -0.66 -0.60
H 1.9591 4.1567 -6.7104 0.42 0.02 0.04
H 0.4119 4.0727 -7.4880 0.47 -0.59 -0.03
H 2.9653 2.5506 -8.3116 0.42 0.20 0.08
H 2.2180 3.9243 -9.1698 -0.09 0.00 -0.34
H 2.5500 0.7305 -10.2433 -0.33 0.82 0.10
H 2.2473 2.3558 -11.0609 -0.49 -0.82 0.65
H 0.9662 1.0676 -10.9261 -0.15 0.04 -0.33
C 1.1730 0.5013 3.3023 -0.47 1.33 1.00
O 2.2649 -0.2811 3.6720 1.08 0.30 -0.44
C 2.0350 -1.3119 4.5916 -1.00 -0.82 -0.16
C 3.2698 -2.1892 4.6218 -0.19 0.42 -0.55
N 3.5179 -2.5809 3.2370 1.10 -0.47 0.05
C 4.8181 -3.2282 3.1284 0.70 -0.39 0.68
C 5.3244 -3.5417 1.7486 0.16 0.39 -0.80
O 4.5124 -4.4813 1.0828 -0.46 -0.43 0.62
C 4.9125 -4.8053 -0.2218 0.27 -0.31 0.01
H 0.4633 0.0847 2.6104 0.01 -0.77 -0.72
H 1.4683 1.4964 2.9288 0.31 -0.65 -0.09
H 0.5902 0.7127 4.1897 -0.41 0.18 0.50
H 1.1538 -1.9047 4.2108 0.59 0.23 0.51
H 1.8178 -0.9781 5.6105 -0.22 0.35 -0.05
H 3.0694 -3.1059 5.1421 -0.31 -0.47 0.63
H 4.1058 -1.7028 5.1936 -0.32 -0.07 -0.82
H 3.5230 -1.7546 2.6598 -0.12 0.37 -0.08
H 4.8219 -4.1676 3.7288 -0.07 0.57 -0.26
H 5.6273 -2.5738 3.5301 -0.33 -0.29 0.19
H 6.4033 -3.8511 1.8249 -0.86 -0.03 -0.15
H 5.3022 -2.6054 1.1579 0.24 -0.08 0.05
H 5.9022 -5.2783 -0.2122 0.00 0.01 -0.09
H 4.9704 -3.9030 -0.8242 -0.02 0.20 -0.37
H 4.1971 -5.5177 -0.6679 0.20 0.43 0.34
C -0.2492 4.5001 2.1965 0.52 0.08 -0.22
O -0.3056 3.1656 1.7450 0.27 -0.03 0.82
C -1.5503 2.8473 1.2035 -1.18 0.93 0.02
C -1.5487 1.4173 0.7744 0.14 -0.26 0.24
N -0.5176 1.1901 -0.2281 -0.93 1.00 -0.19
C -0.7887 0.1070 -1.1179 -0.71 -1.34 0.43
C -0.7200 -1.2308 -0.3684 0.03 -0.23 0.03
O 0.6376 -1.5347 -0.1381 0.74 -0.03 0.19
C 0.8793 -2.6405 0.7174 -0.35 0.86 0.00
H -0.3323 5.1429 1.3248 -0.32 0.47 -0.16
H 0.7764 4.6539 2.5543 -0.37 0.02 0.36
H -1.0271 4.7773 2.9460 0.52 -0.39 -0.33
H -1.7722 3.5246 0.3597 0.22 -0.27 -0.21
H -2.3816 3.0602 1.9152 0.51 -0.36 0.00
H -2.5397 1.2062 0.3553 0.17 -0.13 -0.07
H -1.4300 0.7792 1.6808 -0.14 0.23 -0.35
H 0.3925 1.1333 0.1825 0.47 -0.03 0.20
H -0.1362 0.1684 -1.9909 0.08 -0.36 0.09
H -1.8322 0.1271 -1.4671 0.28 0.49 0.04
H -1.1485 -2.0791 -0.8958 -0.34 -0.01 -0.43
H -1.3012 -1.1283 0.5843 0.52 -0.06 -0.40
H 0.4438 -3.5615 0.3387 0.07 -0.26 -0.24
H 0.4059 -2.4360 1.6759 -0.06 -0.09 0.41
H 1.9555 -2.7068 0.8804 -0.08 -0.22 -0.10
C -2.5099 4.7460 -3.1744 0.57 -0.76 -1.10
O -3.4887 3.7599 -2.9157 1.36 -0.16 0.28
C -4.7311 4.1998 -3.2425 -2.95 0.00 0.20
C -5.7260 3.0003 -3.4266 -0.40 0.72 0.00
N -5.9560 2.1182 -2.2759 0.14 0.20 -1.17
C -4.9835 1.0581 -2.2298 0.67 0.33 0.12
C -5.1821 0.2298 -1.0147 -0.50 -0.28 1.78
O -4.2814 -0.8411 -1.0308 1.06 0.00 -0.09
C -4.3185 -1.6044 0.1341 -0.96 -1.07 0.53
H -2.6499 5.6686 -2.6333 -0.23 0.33 0.35
H -2.4710 4.9521 -4.2664 -0.16 0.11 0.47
H -1.5528 4.3052 -2.9296 0.22 0.07 0.29
H -4.7498 4.7939 -4.1648 0.14 -0.11 -0.21
H -5.1452 4.8979 -2.4573 0.28 -0.51 -0.36
H -5.4298 2.4008 -4.2995 0.22 -0.02 0.39
H -6.7169 3.3832 -3.7123 0.31 0.40 0.04
H -6.0322 2.6409 -1.4230 0.22 0.21 0.35
H -3.9361 1.4136 -2.3042 -0.31 -0.10 0.26
H -5.1362 0.4165 -3.0806 -0.13 -0.30 -0.56
H -6.2217 -0.1855 -0.9488 0.49 0.49 -0.10
H -4.9768 0.8067 -0.0653 -0.38 -0.12 -0.73
H -5.2962 -2.1147 0.1801 0.11 -0.14 0.04
H -4.2474 -1.0920 1.1084 0.31 0.59 -0.47
H -3.5491 -2.3770 0.1083 0.04 0.19 -0.18
C -2.7623 -3.5181 -2.5716 -0.28 0.12 0.00
O -1.5355 -3.1845 -3.1685 -0.22 0.59 -0.15
C -0.5417 -4.1635 -3.0164 0.05 0.00 0.27
C 0.8093 -3.6134 -3.4234 -0.45 -0.62 0.44
N 0.9957 -3.6010 -4.8702 1.23 -0.64 1.48
C 0.3249 -2.5760 -5.5635 -0.17 1.06 -1.72
C 0.7663 -2.5796 -7.0429 0.19 -0.52 0.61
O 2.2029 -2.6609 -7.0563 -1.26 -0.04 0.55
C 2.8028 -2.3545 -8.2623 1.55 -0.03 -0.61
H -2.6511 -3.6651 -1.4963 0.18 -0.27 0.22
H -3.1976 -4.4338 -3.0023 0.02 0.23 0.00
H -3.4382 -2.6604 -2.6711 0.11 -0.26 -0.27
H -0.7812 -5.0226 -3.6580 0.05 -0.17 0.31
H -0.4829 -4.4436 -1.9451 -0.12 -0.21 -0.31
H 1.5172 -4.3154 -2.9737 0.23 -0.04 -0.30
H 0.9562 -2.6763 -2.8569 -0.03 0.29 -0.51
H 1.9901 -3.4348 -5.0102 -0.13 -0.28 -0.31
H 0.5091 -1.5692 -5.1530 0.08 -0.04 0.01
H -0.7460 -2.7127 -5.6006 -0.41 -0.16 0.34
H 0.4135 -1.6261 -7.4469 0.10 -0.13 -0.46
H 0.3155 -3.4680 -7.5820 0.53 0.94 0.39
H 2.8519 -1.2722 -8.4579 -0.29 -0.10 0.01
H 2.3665 -2.8705 -9.1289 -0.14 0.06 0.16
H 3.8607 -2.6995 -8.1702 -0.69 0.22 -0.18
```
Positions in Å, forces in eV/Å.

Properties
Net charge   0
Lowest unoccupied orbital energy   -0.1017 eV
F_max   0.05748 hartree/bohr
SMILES   C[N+](=O)[O-].C[N+](=O)[O-].C[N+](=O)[O-].C[N+](=O)[O-].C[N+](=O)[O-].C[N+](=O)[O-].COCCNCCOC.COCCNCCOC.COCCNCCOC.COCCNCCOC.COCCNCCOC.COCCNCCOC
Orbital gap   8.39 eV
HOMO energy   -8.5 eV